No. 1
C3H7NS2 | ωB97M-V/def2-TZVPD

Last column: Löwdin charge in e.
Element x y z (Å)
N  0.88  0.51  -1.58  -0.03
C  1.60  0.01  -0.56  -1.25
S  1.05  -1.53  -0.11  0.55
S  3.04  0.82  0.04  0.76
H  1.15  1.21  -2.29  0.11
H  0.42  -0.29  -1.98  0.05
H  3.52  -0.14  0.80  -0.14
C  -1.92  0.50  1.07  -0.11
C  -2.06  -0.78  0.82  -0.13
H  -1.26  0.85  1.81  0.03
H  -2.38  1.33  0.55  0.05
H  -1.42  -1.49  1.48  0.07
H  -2.63  -1.01  -0.04  0.03

Summary:
HOMO-LUMO gap (alpha / beta)	8.74 / 8.74	eV
LUMO energy (alpha / beta)	0.238 / 0.238	eV
multiplicity	1



No. 2
C4H6O2 | ωB97M-V/def2-TZVPD

Last column: Löwdin charge in e.
Element x y z (Å)
O  -1.27  -1.11  1.85  0.06
C  -1.75  -1.05  0.75  -0.33
O  -1.22  -0.34  -0.27  0.02
C  -0.03  0.34  0.15  -0.31
C  0.74  1.14  -0.85  -0.09
C  1.30  -0.16  -0.32  -0.08
H  -2.68  -1.59  0.54  0.15
H  -0.11  0.70  1.16  0.14
H  0.39  1.15  -1.88  0.11
H  1.19  2.07  -0.51  0.10
H  1.30  -1.00  -1.01  0.11
H  2.14  -0.15  0.37  0.11

Summary:
HOMO-LUMO gap	11.60	eV
LUMO energy	1.110	eV
multiplicity	1



No. 3
C9H8S | ωB97M-V/def2-TZVPD

Last column: Löwdin charge in e.
Element x y z (Å)
C  0.16  -2.13  1.18  -0.10
C  1.15  -1.37  1.73  -0.08
C  -0.77  -1.62  0.29  0.00
C  1.17  0.04  1.49  -0.05
C  -0.74  -0.23  0.01  -0.32
C  0.19  0.53  0.57  -0.42
C  -1.23  0.93  -2.03  -0.01
C  -1.66  0.36  -0.91  -0.20
C  1.71  2.24  -0.83  -0.40
S  0.40  2.31  0.07  0.89
H  0.14  -3.15  1.46  0.10
H  1.88  -1.73  2.37  0.08
H  -1.57  -2.27  -0.12  0.13
H  2.07  0.61  1.87  0.12
H  -0.11  0.92  -2.17  0.08
H  -1.95  1.23  -2.77  0.06
H  -2.78  0.26  -0.65  0.15
H  1.92  3.09  -1.54  -0.03

Summary:
HOMO-LUMO gap	8.22	eV
LUMO energy	0.147	eV
multiplicity	1



No. 4
C34H50MnN3O3PS3 | ωB97M-V/def2-TZVPD

Last column: Löwdin charge in e.
Element x y z (Å)
Mn  -0.40  -0.17  -0.40  0.69
C  3.07  -2.87  -2.70  -0.07
C  2.58  -2.01  -1.53  -0.38
C  2.73  -2.76  -0.21  -0.07
C  3.29  -0.67  -1.47  -0.13
C  4.68  -0.66  -1.43  -0.06
C  5.39  0.53  -1.38  -0.11
C  4.69  1.72  -1.35  -0.07
C  3.30  1.76  -1.36  -0.13
C  2.69  3.15  -1.21  -0.37
C  1.53  3.23  -0.21  -0.07
C  2.30  3.82  -2.53  -0.07
C  2.57  0.55  -1.45  -0.18
N  1.17  0.52  -1.53  -0.11
C  0.60  0.98  -2.72  -0.23
C  -0.73  1.09  -2.88  -0.24
N  -1.62  0.71  -1.85  -0.11
C  -2.92  1.21  -2.01  -0.19
C  -3.16  2.60  -2.01  -0.14
C  -4.45  3.09  -2.22  -0.07
C  -5.52  2.24  -2.42  -0.12
C  -5.29  0.87  -2.38  -0.07
C  -4.02  0.34  -2.18  -0.14
C  -3.92  -1.18  -2.14  -0.37
C  -2.84  -1.79  -3.04  -0.07
C  -3.82  -1.66  -0.69  -0.07
C  -2.05  3.59  -1.72  -0.38
C  -1.64  4.39  -2.96  -0.07
C  -2.40  4.54  -0.57  -0.07
H  2.46  -3.77  -2.77  0.07
H  4.11  -3.17  -2.58  0.06
H  2.98  -2.33  -3.65  0.08
H  1.53  -1.81  -1.70  0.09
H  3.79  -2.98  -0.01  0.07
H  2.19  -3.71  -0.25  0.06
H  2.34  -2.18  0.63  0.04
H  5.21  -1.60  -1.44  0.10
H  6.48  0.52  -1.35  0.08
H  5.23  2.66  -1.27  0.10
H  3.50  3.76  -0.79  0.11
H  0.65  2.73  -0.61  0.03
H  1.28  4.28  -0.01  0.08
H  1.79  2.75  0.74  0.09
H  1.38  3.38  -2.93  0.05
H  3.09  3.70  -3.27  0.07
H  2.13  4.89  -2.38  0.07
H  1.27  1.18  -3.56  0.10
H  -1.15  1.39  -3.83  0.10
H  -4.61  4.17  -2.22  0.10
H  -6.52  2.63  -2.58  0.08
H  -6.12  0.19  -2.52  0.10
H  -4.88  -1.54  -2.53  0.11
H  -1.84  -1.60  -2.66  0.04
H  -2.90  -1.38  -4.05  0.08
H  -2.99  -2.87  -3.10  0.07
H  -2.96  -1.22  -0.19  0.04
H  -3.71  -2.75  -0.64  0.07
H  -4.72  -1.37  -0.13  0.08
H  -1.19  3.00  -1.41  0.09
H  -2.48  5.00  -3.31  0.07
H  -1.34  3.73  -3.76  0.06
H  -0.81  5.05  -2.73  0.07
H  -3.21  5.22  -0.84  0.06
H  -1.53  5.15  -0.31  0.07
H  -2.71  3.99  0.32  0.07
O  -1.16  2.29  1.78  0.07
C  -0.95  1.35  1.18  -0.12
C  0.05  -3.93  3.04  -0.07
C  -1.00  -3.14  3.80  -0.45
C  -2.05  -2.54  2.87  -0.09
O  -0.35  -2.18  4.66  -0.34
P  -0.02  -0.63  4.34  -0.17
S  -1.56  0.53  4.67  0.16
S  0.93  -0.48  2.58  0.28
O  1.02  -0.36  5.56  -0.34
C  2.09  -1.18  6.02  -0.47
C  1.58  -2.18  7.05  -0.06
C  2.91  -1.86  4.93  -0.09
H  -0.42  -4.69  2.42  0.06
H  0.74  -4.42  3.74  0.07
H  0.62  -3.26  2.40  0.03
H  -1.51  -3.80  4.51  0.13
H  -1.59  -1.91  2.12  0.02
H  -2.78  -1.95  3.43  0.06
H  -2.56  -3.36  2.36  0.08
H  2.75  -0.47  6.53  0.13
H  0.94  -2.92  6.58  0.07
H  1.00  -1.65  7.82  0.08
H  2.42  -2.68  7.54  0.07
H  2.31  -2.60  4.39  0.05
H  3.76  -2.37  5.40  0.07
H  3.28  -1.14  4.21  0.05
S  -0.71  -5.02  -0.83  0.43
C  -0.65  -3.41  -0.53  -0.98
N  -0.62  -2.27  -0.31  0.01

Summary:
HOMO-LUMO gap (alpha / beta)	5.30 / 5.49	eV
expectation value of S²	8.76
LUMO energy (alpha / beta)	4.491 / 4.489	eV
multiplicity	6
charge	-2



Calculated energy relative to the best compared isomer or geometry (same formula, charge and spin), 1.8121, 1.3672, 2.8601, 0.0000 eV (same order as the records).
Calculated F_max, 2.6, 0.8, 5.5, 0.4 eV/Å (same order as the records).
Calculated E, -969.57073, -306.45605, -745.77162, -4402.72185 Ha (same order as the records).